{
  "formula": "C45H64ClFIN5O2SSeSr",
  "method": "ωB97M-V/def2-TZVPD",
  "species": ["Sr", "Cl", "C", "C", "C", "I", "C", "O", "C", "N", "C", "C", "C", "C", "H", "H", "H", "H", "O", "H", "H", "F", "C", "C", "C", "C", "C", "C", "C", "H", "H", "H", "H", "H", "H", "C", "C", "C", "C", "N", "C", "Se", "N", "C", "C", "C", "C", "C", "C", "C", "C", "C", "C", "H", "H", "H", "H", "H", "H", "H", "H", "H", "H", "H", "H", "H", "H", "H", "H", "H", "H", "H", "H", "H", "H", "C", "C", "C", "C", "N", "C", "S", "N", "C", "C", "C", "C", "H", "H", "H", "H", "H", "H", "H", "H", "H", "H", "H", "H", "H", "H", "H", "H", "H", "H", "H", "H", "C", "C", "C", "C", "C", "H", "H", "H", "H", "H", "H", "H", "H", "H", "H"],
  "xyz": [[-1.119113, 1.625140, -1.310001], [-7.065027, 3.847963, 2.112135], [-5.469906, 3.232641, 1.730756], [-4.394462, 3.644891, 2.461334], [-3.108601, 3.169000, 2.175820], [-1.496605, 3.816345, 3.309447], [-2.856862, 2.258215, 1.148620], [-1.694795, 1.809358, 0.864896], [-4.017777, 1.822922, 0.374569], [-3.777844, 0.943695, -0.637338], [-4.781152, 0.543606, -1.378638], [-6.106454, 0.974899, -1.166581], [-6.366456, 1.848623, -0.150542], [-5.308304, 2.314564, 0.666677], [-4.533927, 4.351060, 3.269056], [-4.539133, -0.141184, -2.184613], [-6.892169, 0.611939, -1.815640], [-7.371708, 2.201584, 0.037622], [-1.597551, -1.138727, 0.957903], [-0.770291, -0.760481, 1.331279], [-2.106300, -0.356459, 0.701568], [-2.797064, 0.834485, -7.746910], [-2.691125, 1.479244, -6.537801], [-1.525338, 2.148956, -6.222018], [-1.424744, 2.801708, -5.006721], [-2.482581, 2.822006, -4.062438], [-2.356899, 3.467585, -2.787100], [-3.645188, 2.109858, -4.445315], [-3.752068, 1.446608, -5.656633], [-0.697914, 2.145009, -6.921866], [-0.494426, 3.294693, -4.745603], [-3.304262, 3.679130, -2.287181], [-1.663088, 4.306421, -2.747142], [-4.487885, 2.089483, -3.761352], [-4.650426, 0.900343, -5.919155], [5.296390, -1.240006, 0.622811], [5.631556, -0.167689, 1.651755], [5.483720, 1.259058, 1.120397], [4.035155, 1.710662, 0.939913], [3.322928, 1.747572, 2.200948], [2.250129, 0.955564, 2.516349], [1.620385, -0.538519, 1.582140], [1.824719, 1.397791, 3.742241], [0.635881, 0.903984, 4.410652], [0.886383, -0.384231, 5.187723], [1.990366, -0.257402, 6.229652], [2.333498, -1.594088, 6.872545], [2.574452, 2.469294, 4.168781], [2.491413, 3.263881, 5.322710], [3.433994, 4.328106, 5.400825], [4.358236, 4.565617, 4.414179], [4.449441, 3.758871, 3.245031], [3.535476, 2.697019, 3.171826], [5.517766, -2.238853, 1.007655], [5.873395, -1.097292, -0.295358], [4.237614, -1.215724, 0.369069], [6.659606, -0.306741, 2.003004], [4.985037, -0.287880, 2.526421], [5.983461, 1.340604, 0.148513], [5.986231, 1.954782, 1.797403], [3.482036, 1.042648, 0.281017], [3.996012, 2.712279, 0.501298], [-0.136374, 0.757930, 3.654393], [0.299716, 1.696389, 5.083264], [1.135992, -1.171652, 4.472465], [-0.052844, -0.673323, 5.673293], [1.692175, 0.461088, 7.000383], [2.880728, 0.163173, 5.755489], [1.462815, -2.031705, 7.368735], [3.125828, -1.494710, 7.617417], [2.671276, -2.307947, 6.118006], [1.762844, 3.087129, 6.100209], [3.413888, 4.977148, 6.269936], [5.043595, 5.399128, 4.525794], [5.162859, 3.965942, 2.461049], [2.820837, -4.510876, 0.159253], [1.559875, -3.856066, 0.713122], [0.880262, -2.918383, -0.276756], [0.393596, -3.610174, -1.548911], [-0.434416, -2.748149, -2.368959], [-1.760207, -2.558540, -2.253100], [-2.553861, -1.620789, -3.415821], [-2.363359, -3.176226, -1.214828], [-3.768902, -3.011840, -0.860380], [-4.468823, -4.351700, -0.620370], [-5.025739, -5.021175, -1.878135], [-3.969276, -5.400503, -2.909516], [3.336892, -5.090670, 0.927033], [3.516387, -3.750974, -0.204213], [2.607514, -5.188126, -0.671210], [1.812633, -3.268337, 1.598155], [0.850972, -4.627013, 1.037257], [1.573461, -2.118342, -0.553660], [0.037374, -2.413499, 0.205260], [-0.162345, -4.526235, -1.315381], [1.236836, -3.912836, -2.172373], [-0.010631, -2.233230, -3.121431], [-1.760776, -3.347124, -0.421277], [-4.240702, -2.467942, -1.675741], [-3.819576, -2.388641, 0.030557], [-5.284853, -4.184668, 0.088109], [-3.768938, -5.034266, -0.124903], [-5.753925, -4.346576, -2.339726], [-5.581898, -5.917014, -1.581102], [-3.456827, -4.522951, -3.298593], [-4.420491, -5.920811, -3.757065], [-3.216903, -6.061728, -2.471318], [2.854455, 1.956527, -4.270348], [2.145356, 1.091859, -3.217450], [1.205047, 0.121049, -3.938871], [3.198540, 0.270452, -2.463241], [1.352618, 1.946049, -2.239971], [3.427669, 1.346659, -4.980267], [3.541438, 2.653282, -3.783624], [2.125688, 2.541411, -4.835988], [1.736803, -0.540747, -4.635457], [0.430804, 0.657615, -4.491521], [0.694733, -0.501714, -3.197296], [3.656703, -0.496483, -3.102152], [2.747329, -0.222853, -1.598547], [3.997863, 0.918413, -2.091904], [2.090398, 2.610839, -1.748380]],
  "forces_ev_per_angstrom": [[0.8, -0.4, -1.6], [0.0, 0.0, 0.0], [0.0, -0.1, -0.1], [0.0, 0.0, 0.0], [-0.2, 0.0, 0.0], [0.1, 0.1, 0.0], [-0.1, -0.1, 0.1], [-0.3, 0.1, 1.1], [0.1, 0.2, 0.2], [0.0, 0.2, 0.2], [0.0, 0.0, 0.0], [0.1, 0.0, 0.0], [0.0, 0.0, 0.0], [-0.3, -0.1, -0.2], [0.0, 0.0, 0.0], [0.0, 0.0, 0.0], [0.0, 0.0, 0.0], [0.0, 0.0, 0.0], [0.0, 0.1, 0.0], [-0.1, -0.1, 0.0], [0.0, 0.0, 0.2], [0.0, 0.0, 0.0], [0.0, 0.0, 0.0], [0.0, -0.1, -0.1], [0.0, 0.0, 0.1], [0.0, 0.1, 0.0], [-0.3, 0.1, 0.1], [0.0, 0.0, 0.1], [0.1, 0.0, -0.1], [0.0, 0.0, 0.0], [0.0, 0.0, 0.0], [0.0, 0.1, 0.0], [0.0, 0.0, 0.0], [0.0, 0.0, 0.0], [0.0, 0.0, 0.0], [0.0, 0.0, 0.0], [0.0, 0.1, 0.0], [0.0, 0.0, 0.0], [0.0, -0.1, 0.1], [-0.1, 0.1, -0.2], [-0.1, -0.2, 0.1], [0.2, 0.5, 0.2], [-0.2, 0.0, -0.1], [0.1, 0.0, 0.1], [0.0, 0.0, 0.0], [0.0, 0.0, 0.0], [0.0, 0.0, 0.0], [0.2, -0.1, -0.1], [-0.1, 0.1, 0.0], [0.0, 0.0, 0.1], [0.0, 0.1, 0.0], [0.0, 0.0, 0.0], [-0.1, -0.1, 0.2], [0.0, 0.0, 0.0], [0.0, 0.0, 0.0], [-0.1, 0.0, 0.0], [0.0, 0.0, 0.0], [0.0, 0.0, 0.0], [0.0, 0.0, 0.0], [0.0, 0.0, 0.0], [0.0, 0.0, 0.0], [0.0, 0.0, 0.0], [0.0, 0.0, 0.0], [0.0, 0.0, 0.0], [0.0, 0.0, 0.0], [0.0, 0.0, 0.0], [0.0, 0.0, 0.0], [0.0, 0.0, 0.0], [0.0, 0.0, 0.0], [0.0, 0.0, 0.0], [0.0, 0.0, 0.0], [0.0, 0.0, 0.0], [0.0, 0.0, 0.0], [0.0, 0.0, 0.0], [0.0, 0.0, 0.0], [0.0, 0.0, 0.0], [0.0, 0.0, 0.0], [0.0, -0.2, -0.1], [0.1, 0.0, 0.1], [-0.2, -0.1, -0.1], [0.0, 0.1, -0.1], [0.0, 0.1, 0.0], [0.0, 0.0, 0.1], [0.2, -0.1, -0.1], [0.0, 0.0, 0.0], [0.0, 0.0, 0.0], [0.0, -0.1, 0.0], [0.0, 0.0, 0.0], [0.0, 0.0, 0.0], [0.0, 0.0, 0.0], [0.0, -0.1, 0.0], [0.0, 0.0, 0.0], [0.0, -0.1, -0.1], [0.1, -0.2, -0.1], [0.0, 0.0, 0.0], [0.0, 0.0, 0.0], [0.0, 0.0, -0.1], [0.0, 0.0, 0.0], [-0.1, 0.0, 0.0], [0.0, 0.1, 0.1], [0.0, 0.0, 0.0], [0.0, 0.0, 0.0], [0.0, 0.0, 0.0], [0.0, 0.0, 0.0], [0.0, 0.1, 0.0], [0.0, 0.0, 0.0], [0.0, 0.0, 0.0], [0.0, 0.0, 0.0], [-0.2, 0.0, -0.1], [0.0, 0.0, 0.0], [0.1, 0.0, 0.0], [0.1, -0.1, 0.1], [0.0, 0.0, 0.0], [0.0, 0.0, 0.0], [0.0, 0.0, 0.0], [0.0, 0.0, 0.0], [0.0, 0.0, 0.0], [0.1, 0.1, 0.0], [0.0, 0.0, 0.0], [0.0, 0.0, 0.0], [0.0, 0.0, 0.0], [0.0, 0.1, 0.0]],
  "mulliken_charge": [1.527, -0.324, 0.609, -0.552, -0.093, 0.053, 0.173, -0.569, 0.131, 0.898, -0.814, -1.031, -0.961, -0.220, 0.393, 0.538, 0.466, 0.369, -0.719, -0.282, 0.332, -0.393, 0.604, -0.496, -0.310, 1.537, -2.644, -0.377, -0.666, 0.373, 0.153, 0.306, 0.393, 0.320, 0.402, -0.708, -0.343, -0.895, -0.314, 1.108, -0.953, -0.502, 1.173, -1.176, -0.260, 0.034, -1.433, 0.207, -0.677, -0.741, -0.815, -0.963, 1.105, 0.388, 0.332, -0.103, 0.400, 0.080, 0.538, 0.441, -0.614, 0.326, -0.177, 0.506, -0.071, 0.484, 0.233, 0.146, 0.343, 0.412, 0.289, 0.313, 0.352, 0.346, 0.352, -1.374, -0.399, 2.343, -1.712, 0.135, -0.019, -0.220, 0.151, -0.435, -1.007, -0.494, -0.927, 0.402, 0.206, 0.366, 0.135, 0.416, -0.660, -0.419, 0.300, 0.571, 0.407, 0.138, 0.367, 0.234, 0.359, 0.349, 0.264, 0.409, 0.156, 0.374, 0.244, -1.966, 3.470, -0.713, -1.679, -1.761, 0.412, 0.424, 0.282, 0.588, -0.072, -0.849, 0.469, -0.075, 0.388, 0.135],
  "de_lowest_kcal_mol": 0.0,
  "charge": -2,
  "orbital_gap_ev": [5.125, 2.686],
  "largest_force_ev_per_a": 1.79
}